{"formula": "C21H48NO2P2Pb", "method": "the ωB97M-V functional and the def2-TZVPD basis", "orbital_gap_ha": [0.212, 0.203], "total_charge": 3, "elements": ["Pb", "P", "P", "N", "C", "H", "H", "C", "H", "H", "C", "H", "H", "C", "H", "H", "C", "C", "H", "H", "H", "C", "C", "H", "H", "H", "C", "C", "H", "H", "H", "C", "C", "H", "H", "H", "C", "O", "C", "H", "H", "H", "C", "H", "H", "H", "C", "H", "H", "H", "C", "H", "H", "H", "H", "H", "H", "H", "H", "H", "C", "C", "O", "C", "C", "H", "H", "H", "H", "H", "H", "H", "H", "H", "H"], "xyz": [[0.521501, -0.237217, -0.487133], [-0.773105, 1.181449, -2.466915], [0.896834, -2.522084, 0.963204], [0.149964, -1.887549, -2.096180], [-0.674818, -0.153240, -3.732861], [-1.488006, 0.004106, -4.458665], [0.297483, -0.052612, -4.244059], [-0.794092, -1.583910, -3.165770], [-1.851354, -1.778570, -2.859748], [-0.604290, -2.303308, -3.995667], [-0.039541, -3.253298, -1.618149], [0.132625, -3.940901, -2.477571], [-1.096504, -3.441912, -1.307574], [0.912415, -3.666639, -0.475639], [1.945652, -3.698924, -0.860825], [0.625918, -4.669790, -0.123033], [-0.393243, -3.170311, 2.113423], [-0.973317, -2.079440, 3.023657], [-1.849267, -2.477302, 3.553938], [-1.301565, -1.184223, 2.483149], [-0.244700, -1.774266, 3.786269], [2.655468, -2.279993, 1.506675], [2.834606, -1.248811, 2.632713], [3.901773, -1.190523, 2.881187], [2.285160, -1.521499, 3.543381], [2.534578, -0.227712, 2.360450], [0.511888, 2.453713, -2.903009], [0.635241, 3.647576, -1.941745], [1.367350, 4.344619, -2.366700], [1.010933, 3.387176, -0.945781], [-0.314628, 4.182735, -1.812185], [-2.565614, 1.629764, -2.382910], [-2.965533, 2.249316, -1.038477], [-4.047914, 2.437907, -1.034385], [-2.463739, 3.213342, -0.877242], [-2.763652, 1.600033, -0.179097], [-1.947609, -0.828109, 0.051376], [-2.997539, -1.282793, 0.068938], [3.411309, -3.581408, 1.778120], [3.009066, -4.132041, 2.635364], [3.400419, -4.243383, 0.905663], [4.461861, -3.334658, 1.986404], [0.440438, 2.934387, -4.351125], [1.305020, 3.588900, -4.529730], [0.499700, 2.105152, -5.062420], [-0.472314, 3.506586, -4.551300], [-2.975307, 2.515670, -3.554040], [-4.060919, 2.677535, -3.524417], [-2.484212, 3.495464, -3.502748], [-2.743135, 2.054617, -4.520306], [0.129720, -4.359760, 2.912201], [0.927839, -4.052504, 3.599597], [-0.684952, -4.791239, 3.508408], [0.511116, -5.157811, 2.265776], [-1.203635, -3.519743, 1.451455], [-3.094108, 0.665697, -2.473552], [3.116152, -1.838545, 0.602818], [1.447058, 1.870661, -2.803293], [2.927766, -0.333126, -2.187660], [3.346718, 0.100787, -1.743620], [1.276754, 2.269655, 3.919869], [0.250871, 1.278640, 3.395084], [-0.049043, 1.375241, 1.977083], [-0.436879, 2.699186, 1.532192], [-1.686539, 3.199559, 2.219530], [2.257888, 2.091441, 3.480615], [1.350542, 2.125374, 4.999623], [1.013821, 3.314015, 3.733332], [0.621726, 0.257161, 3.544329], [-0.703749, 1.378404, 3.933155], [0.431555, 3.353959, 1.666446], [-0.590642, 2.611753, 0.454644], [-1.460849, 3.514372, 3.250017], [-2.106855, 4.062835, 1.697706], [-2.453564, 2.420369, 2.237739]], "forces_ev_per_angstrom": [[0.69, 1.28, 1.21], [-0.09, 0.11, -0.72], [0.27, -0.56, -0.12], [-1.90, -0.88, -0.01], [0.50, -0.23, 0.11], [0.35, 0.00, 0.10], [-0.40, 0.02, 0.03], [0.10, 0.09, -0.76], [0.66, -0.06, 0.14], [-0.17, 0.29, 0.36], [0.43, -0.63, -0.08], [-0.17, 0.27, 0.37], [0.44, 0.39, -0.31], [0.25, 0.26, -0.35], [-0.33, -0.13, 0.17], [0.22, 0.24, -0.13], [-0.43, 0.50, 0.17], [0.00, 0.01, 0.31], [0.25, 0.04, -0.14], [0.14, -0.08, 0.09], [-0.19, -0.07, -0.20], [0.22, 0.43, -0.02], [-0.17, 0.13, 0.23], [-0.26, -0.12, -0.01], [0.22, -0.04, -0.17], [-0.09, -0.26, -0.12], [0.42, 0.09, 0.30], [-0.22, 0.07, 0.29], [-0.24, -0.12, 0.05], [-0.12, -0.14, -0.17], [0.23, -0.05, -0.13], [-0.25, -0.07, 0.70], [-0.09, 0.28, 0.11], [0.28, -0.02, -0.08], [-0.14, -0.24, -0.01], [0.09, 0.13, -0.13], [-3.49, -1.53, 0.05], [2.99, 1.36, 0.03], [-0.06, -0.42, 0.03], [0.15, 0.16, -0.14], [0.02, 0.03, 0.18], [-0.31, -0.05, -0.04], [-0.26, -0.06, -0.38], [-0.26, -0.19, 0.02], [-0.04, 0.17, 0.00], [0.26, -0.07, 0.02], [0.14, 0.24, -0.46], [0.25, -0.07, 0.08], [-0.18, -0.19, -0.01], [-0.04, 0.15, 0.09], [0.36, -0.34, 0.11], [-0.22, -0.09, -0.10], [0.13, 0.19, -0.15], [-0.01, 0.08, 0.14], [0.29, 0.08, -0.11], [0.30, 0.04, -0.05], [-0.26, -0.11, 0.03], [-0.27, -0.05, -0.03], [0.09, 0.02, 0.01], [-0.05, -0.04, -0.04], [-0.10, -0.09, -0.22], [-0.33, 0.08, 0.15], [0.19, -0.20, -0.55], [0.36, -0.26, 0.24], [0.11, 0.20, 0.32], [0.08, 0.00, 0.00], [0.05, 0.08, -0.07], [-0.07, -0.15, 0.14], [-0.19, 0.27, -0.09], [0.28, -0.06, -0.03], [-0.28, 0.15, 0.01], [-0.07, -0.14, -0.04], [-0.24, -0.12, -0.33], [0.14, -0.01, 0.04], [0.06, 0.04, 0.07]], "lowdin_charge": [1.134, 0.994, 0.995, -0.109, -0.281, 0.116, 0.106, -0.261, 0.147, 0.162, -0.261, 0.162, 0.147, -0.280, 0.108, 0.117, -0.519, -0.092, 0.113, 0.042, 0.085, -0.540, -0.083, 0.108, 0.090, 0.062, -0.540, -0.080, 0.105, 0.067, 0.091, -0.520, -0.098, 0.114, 0.086, 0.043, -0.062, 0.184, -0.072, 0.086, 0.083, 0.111, -0.075, 0.111, 0.082, 0.086, -0.074, 0.114, 0.091, 0.088, -0.074, 0.090, 0.114, 0.088, 0.119, 0.119, 0.101, 0.090, 0.031, 0.065, -0.047, -0.253, -0.312, -0.280, -0.051, 0.081, 0.102, 0.082, 0.077, 0.128, 0.122, 0.050, 0.095, 0.094, 0.088]}


{"formula": "C35H44LuN6O11PS2", "method": "the ωB97M-V functional and the def2-TZVPD basis", "orbital_gap_ha": 0.286, "total_charge": 2, "elements": ["Lu", "C", "C", "C", "C", "C", "C", "C", "C", "C", "C", "C", "C", "C", "C", "C", "N", "H", "H", "H", "H", "H", "H", "H", "H", "H", "H", "C", "C", "S", "O", "O", "C", "C", "N", "C", "N", "C", "C", "N", "O", "O", "C", "H", "H", "H", "H", "H", "H", "H", "H", "H", "H", "H", "H", "H", "O", "C", "O", "C", "C", "C", "C", "O", "C", "O", "C", "C", "H", "H", "H", "H", "H", "C", "S", "C", "O", "H", "H", "H", "H", "H", "H", "N", "C", "P", "O", "O", "C", "N", "H", "H", "H", "H", "H", "H", "H", "H", "H", "H"], "xyz": [[-0.196960, -0.110110, 0.724154], [-0.474031, 3.842772, -2.004737], [-1.616700, 3.573654, -2.745016], [-2.386475, 2.474936, -2.408529], [-2.018844, 1.646506, -1.341653], [-0.815965, 1.817648, -0.637615], [-0.080016, 2.959494, -1.003393], [-2.955318, 0.573018, -0.912294], [-4.342928, 0.733815, -1.153685], [-5.224025, -0.201648, -0.716721], [-4.746625, -1.347843, -0.049253], [-5.607616, -2.377010, 0.398929], [-5.100546, -3.485393, 1.010629], [-3.705124, -3.610365, 1.177932], [-2.860668, -2.623172, 0.756285], [-3.357172, -1.455295, 0.152732], [-2.475441, -0.474370, -0.253828], [0.120775, 4.722081, -2.221171], [-1.906820, 4.208173, -3.569839], [-3.272204, 2.261283, -2.990783], [0.856307, 3.183868, -0.495535], [-4.694296, 1.619432, -1.657498], [-6.287515, -0.080952, -0.880583], [-6.671613, -2.271718, 0.236034], [-5.758415, -4.273805, 1.346872], [-3.296004, -4.502806, 1.633642], [-1.795429, -2.734478, 0.866955], [1.609469, 4.603474, -7.628279], [1.832443, 4.755762, -6.129201], [2.220169, 3.181744, -5.398847], [3.187636, 2.498101, -6.218060], [0.991827, 2.510528, -5.034636], [3.035509, 3.579186, -3.867990], [3.681198, 2.299603, -3.338939], [3.143200, 1.916419, -2.032501], [2.241462, 0.932165, -1.842846], [1.967761, 0.766934, -0.554632], [2.714663, 1.691338, 0.123949], [3.450903, 2.393038, -0.777679], [4.253594, 3.550629, -0.520700], [4.283271, 3.937394, 0.624767], [4.832677, 4.057218, -1.458599], [1.647957, 0.128224, -2.943707], [1.375460, 5.579074, -8.049936], [0.778086, 3.933111, -7.836319], [2.499388, 4.214108, -8.115098], [0.937945, 5.102960, -5.613175], [2.663422, 5.424210, -5.906574], [2.257817, 3.940555, -3.196143], [3.773495, 4.360009, -4.030017], [4.758359, 2.422506, -3.257040], [3.498073, 1.455200, -4.000992], [2.698897, 1.798801, 1.194207], [2.376154, -0.579453, -3.345623], [1.299530, 0.761822, -3.764280], [0.807124, -0.438518, -2.549488], [-0.544742, -2.122427, 4.625053], [-0.538214, -2.504029, 3.364478], [-0.454442, -1.667878, 2.458982], [-0.612080, -3.958748, 3.164041], [-0.179590, -4.514568, 1.962918], [-0.217819, -5.890543, 1.739933], [-0.713850, -6.664162, 2.763743], [-0.851402, -7.999665, 2.790999], [-1.419594, -8.327586, 4.071649], [-1.565476, -7.101661, 4.795657], [-1.143468, -6.115244, 3.969395], [-1.102753, -4.772587, 4.209701], [0.232602, -3.868398, 1.201060], [0.127569, -6.332555, 0.818209], [-0.736520, -8.987220, 4.606422], [-2.398309, -8.783357, 3.918570], [-1.423550, -4.353912, 5.150484], [3.917741, -1.826196, 0.001201], [2.605505, -1.803747, 1.206834], [2.804608, -3.470629, 1.794281], [1.313281, -1.795111, 0.371095], [3.713177, -2.622369, -0.712235], [4.856715, -1.996239, 0.523310], [3.934800, -0.860278, -0.490328], [3.832612, -3.568389, 2.137074], [2.599711, -4.155398, 0.973230], [2.124170, -3.646033, 2.621681], [-1.464448, 3.632653, 1.643756], [-0.303264, 3.436197, 2.566484], [-0.293997, 1.649051, 3.028480], [-1.579021, 1.105147, 2.436441], [0.905346, 0.944496, 2.420321], [-0.301240, 1.601050, 4.825431], [-0.831092, 0.301422, 5.250397], [-2.160213, 2.888465, 1.832820], [-1.159434, 3.454358, 0.651530], [-1.883232, 4.561242, 1.720217], [-0.427881, 4.074067, 3.439233], [0.608415, 3.726419, 2.047125], [-0.880890, 2.454772, 5.197514], [0.730659, 1.718698, 5.165576], [-0.656308, -1.138408, 4.709352], [-1.805646, 0.225796, 4.971622], [-0.806256, 0.229647, 6.262610]], "forces_ev_per_angstrom": [[0.17, -0.16, 0.03], [-0.06, -0.04, -0.04], [0.05, -0.02, 0.08], [0.01, 0.01, 0.03], [-0.12, 0.01, -0.02], [0.18, -0.19, 0.13], [0.06, 0.06, -0.11], [-0.04, 0.03, -0.01], [0.10, 0.00, 0.01], [-0.05, -0.05, 0.00], [-0.09, 0.00, 0.01], [0.05, 0.04, -0.01], [0.08, -0.01, 0.00], [-0.06, -0.02, 0.00], [0.07, -0.04, 0.02], [0.09, 0.00, -0.11], [0.22, 0.02, 0.12], [0.01, 0.03, -0.02], [0.00, 0.03, -0.03], [-0.01, 0.00, -0.03], [0.02, -0.03, 0.00], [-0.01, 0.03, -0.01], [-0.02, 0.00, 0.01], [-0.04, 0.01, 0.00], [-0.01, -0.02, 0.01], [0.02, -0.02, 0.01], [0.11, -0.08, 0.01], [-0.05, 0.03, 0.01], [-0.07, -0.04, -0.03], [0.09, 0.12, -0.25], [-0.10, -0.01, 0.04], [-0.05, -0.06, -0.10], [0.00, 0.10, 0.07], [0.18, -0.05, 0.14], [0.10, -0.24, 0.03], [-0.18, -0.24, -0.18], [-0.25, 0.30, 0.66], [0.19, -0.14, -0.13], [-0.21, 0.16, 0.03], [0.05, -0.23, -0.04], [0.01, 0.10, 0.29], [0.09, 0.16, -0.23], [-0.04, 0.05, -0.01], [0.00, 0.00, -0.02], [-0.03, -0.02, 0.00], [0.03, 0.00, 0.00], [0.00, 0.07, 0.03], [0.05, 0.01, -0.03], [0.06, 0.07, 0.06], [0.02, 0.01, -0.06], [-0.11, -0.03, 0.04], [0.03, 0.07, -0.05], [-0.05, 0.00, 0.00], [0.01, -0.02, 0.00], [-0.01, -0.07, 0.13], [-0.01, -0.02, 0.00], [-0.26, -1.56, -0.74], [0.04, 0.09, 0.83], [-0.10, 0.12, -0.46], [0.00, 0.01, -0.03], [-0.15, 0.00, 0.00], [-0.03, 0.08, 0.07], [0.06, 0.03, -0.10], [-0.03, -0.04, 0.07], [0.00, -0.08, 0.03], [-0.02, -0.10, -0.01], [-0.01, 0.11, 0.01], [0.10, 0.04, -0.06], [-0.17, 0.07, -0.07], [0.00, -0.03, -0.05], [-0.05, 0.01, -0.02], [0.04, 0.00, 0.03], [-0.02, 0.02, 0.02], [-0.03, -0.09, -0.05], [-0.10, 0.21, -0.20], [0.05, -0.03, -0.02], [0.01, -0.11, 0.20], [0.04, -0.03, -0.04], [0.05, -0.01, 0.01], [0.01, 0.04, -0.02], [0.06, -0.02, 0.03], [0.04, -0.06, 0.01], [0.01, 0.02, 0.01], [-0.12, 0.18, -0.23], [-0.04, 0.14, -0.02], [0.10, -0.14, -0.26], [-0.04, -0.09, -0.04], [-0.06, 0.20, -0.28], [0.06, -0.05, 0.12], [-0.43, 0.75, 0.20], [0.09, 0.09, 0.00], [-0.16, 0.05, 0.34], [0.06, -0.12, -0.02], [-0.01, 0.03, -0.01], [0.02, -0.04, 0.03], [0.02, -0.08, 0.03], [-0.05, -0.03, 0.03], [0.68, 0.55, 0.06], [-0.17, 0.28, 0.12], [0.03, -0.04, 0.01]], "lowdin_charge": [1.749, -0.079, -0.054, -0.021, -0.216, -0.216, -0.193, -0.222, 0.006, 0.029, -0.146, -0.011, -0.048, -0.037, -0.021, -0.193, 0.059, 0.106, 0.115, 0.114, 0.081, 0.111, 0.133, 0.124, 0.115, 0.108, 0.073, -0.101, -0.291, 0.644, -0.286, -0.322, -0.202, -0.115, 0.069, -0.326, 0.018, -0.071, -0.142, -0.333, 0.111, 0.109, 0.038, 0.087, 0.086, 0.081, 0.102, 0.106, 0.096, 0.112, 0.139, 0.115, 0.110, 0.105, 0.069, 0.085, 0.127, -0.438, -0.107, -0.148, -0.060, 0.047, -0.204, 0.068, -0.079, 0.059, -0.197, 0.098, 0.089, 0.131, 0.147, 0.146, 0.139, -0.216, 0.912, -0.223, -0.676, 0.078, 0.074, 0.036, 0.076, 0.078, 0.051, 0.134, -0.153, 0.447, -0.393, -0.429, -0.261, -0.014, 0.133, 0.100, 0.174, 0.108, 0.108, 0.104, 0.117, 0.029, 0.108, 0.122]}


{"formula": "C5H20N6O5", "method": "the ωB97M-V functional and the def2-TZVPD basis", "smiles": "NC(N)=O.NC(N)=O.NC(N)=O.CO.CO", "orbital_gap_ha": 0.356, "elements": ["N", "C", "N", "O", "H", "H", "H", "H", "N", "C", "N", "O", "H", "H", "H", "H", "N", "C", "N", "O", "H", "H", "H", "H", "C", "O", "H", "H", "H", "H", "C", "O", "H", "H", "H", "H"], "xyz": [[3.239324, -2.230361, 2.755937], [2.072496, -2.483076, 3.400554], [1.442009, -1.428972, 3.971809], [1.589276, -3.619736, 3.416762], [3.658329, -3.088137, 2.432228], [3.763488, -1.380155, 2.745355], [0.645486, -1.686211, 4.524992], [1.826420, -0.509792, 3.890396], [0.775846, 2.090551, -4.146619], [0.229693, 2.988751, -3.244857], [-0.341337, 4.094128, -3.833750], [0.289360, 2.835615, -2.033421], [1.078163, 1.214040, -3.770497], [0.739590, 2.321056, -5.114206], [-0.370676, 4.110431, -4.833627], [-0.941561, 4.753892, -3.382244], [-2.506334, 0.315778, 3.880137], [-2.926987, 0.844352, 2.689945], [-3.066690, -0.010327, 1.638192], [-3.225590, 2.041153, 2.620416], [-2.172827, 1.025047, 4.507349], [-2.132736, -0.617565, 3.900023], [-3.389913, 0.396518, 0.781690], [-2.525990, -0.854039, 1.593645], [-0.264524, -2.554936, -2.964419], [0.089567, -1.208867, -3.223405], [-0.883529, -3.033020, -3.730245], [0.595983, -3.232056, -2.902738], [-0.769242, -2.529737, -2.002156], [0.578642, -1.117878, -4.044924], [0.621088, 0.650220, 0.351179], [-0.398796, -0.126132, -0.266786], [1.026633, 0.003052, 1.143569], [1.426807, 0.807224, -0.370449], [0.333374, 1.618060, 0.758522], [-0.104841, -0.398870, -1.138353]], "forces_ev_per_angstrom": [[0.31, -0.75, -0.37], [-0.77, -1.13, -0.16], [0.12, -0.20, -0.05], [0.46, 0.88, 0.17], [0.23, 0.34, -0.13], [-0.04, 0.17, 0.17], [-0.03, 0.47, 0.05], [-0.30, 0.25, 0.32], [-0.46, 0.96, 0.79], [0.02, 0.12, 0.99], [0.37, -0.33, -0.85], [-0.11, -0.13, -0.76], [0.11, -0.06, -0.17], [0.15, -0.50, -0.40], [-0.17, 0.13, -0.18], [0.11, -0.20, 0.62], [0.08, -0.30, -0.24], [-0.59, 1.60, -0.30], [-0.14, -0.22, 0.45], [0.22, -1.02, -0.06], [0.10, -0.22, 0.23], [0.13, 0.12, 0.21], [0.22, 0.08, -0.13], [0.06, 0.00, -0.18], [0.32, -0.66, -0.05], [0.04, 0.31, -0.04], [-0.37, 0.51, 0.02], [0.20, 0.33, 0.29], [-0.12, -0.24, -0.08], [-0.06, -0.29, -0.05], [0.97, -1.19, -0.20], [-0.63, 0.33, 0.20], [0.08, 0.44, 0.17], [0.00, 0.29, 0.15], [-0.56, -0.13, -0.22], [0.05, 0.23, -0.19]], "lowdin_charge": [0.149, -0.698, 0.153, 0.002, 0.107, 0.092, 0.101, 0.093, 0.150, -0.644, 0.145, 0.034, 0.081, 0.082, 0.080, 0.101, 0.141, -0.680, 0.159, -0.001, 0.098, 0.084, 0.103, 0.089, -0.147, -0.130, 0.079, 0.081, 0.080, 0.074, -0.156, -0.137, 0.057, 0.071, 0.079, 0.028]}